A molecular structure, C16H34AsF6O13. Source: the OMol25 dataset; level of theory: ωB97M-V/def2-TZVPD.

XYZ file:
```
70
Properties=species:S:1:pos:R:3:forces:R:3
As -6.744428 2.935560 1.435467 0.1180 0.0093 -0.2554
F -6.040541 4.374647 0.765053 0.2435 0.0255 -0.1524
F -5.170650 2.269422 1.765469 0.2933 0.1534 0.1479
F -7.455241 1.511975 2.123974 -0.2043 -0.0217 0.1501
F -8.301625 3.577666 1.073674 -0.2048 -0.0844 0.0045
F -6.668328 2.156370 -0.111161 -0.1197 -0.0014 -0.1315
F -6.739356 3.701039 2.983111 -0.0586 0.0439 0.3295
C -8.149520 -2.074823 3.005776 -0.2763 0.3114 0.1374
O -8.806024 -0.961391 2.415276 0.0095 -0.1060 0.0495
H -8.903191 -2.845994 3.158596 0.0154 -0.0472 -0.0723
H -7.350511 -2.457797 2.370320 0.0699 -0.0355 0.0455
H -7.746176 -1.798530 3.984851 0.1699 -0.1457 -0.0377
H -8.172200 -0.236138 2.362918 0.0682 -0.0259 -0.1195
C -5.352858 7.834393 0.700305 -0.0673 -0.3262 -0.1199
O -4.559448 6.739594 0.265014 -0.1333 0.1995 0.0805
H -5.962561 8.242855 -0.113233 0.0809 0.0255 -0.0406
H -6.040490 7.524751 1.492220 0.0788 0.1318 0.1132
H -4.685368 8.611309 1.068397 -0.0360 0.0557 0.0588
H -5.075262 5.938738 0.412909 0.1318 -0.0651 -0.0911
C -5.275066 -0.962775 0.772163 0.2670 0.1569 0.2036
O -5.237496 -0.549257 2.132281 0.0474 -0.1054 -0.1831
H -4.437168 -0.532461 0.212973 0.0101 -0.1081 -0.0301
H -5.174428 -2.046638 0.777507 -0.1084 -0.0288 -0.1678
H -6.194291 -0.656268 0.265900 -0.1026 -0.1004 0.0863
H -5.059168 0.397595 2.122583 -0.2160 0.0824 0.1317
C -2.237393 0.991388 3.279988 -0.1584 1.0004 -0.2460
O -1.136550 1.895409 3.117810 -0.0377 -0.2462 0.0979
H -1.907685 -0.035440 3.417711 -0.1085 -0.1016 0.0252
H -2.804095 1.355957 4.135376 0.1818 -0.2844 0.2438
H -2.923678 1.103974 2.437144 0.0954 -0.3835 -0.1012
H -0.748648 1.726250 2.255824 0.0277 0.0407 -0.0024
C -7.288110 4.259335 -2.520769 -0.0501 0.2306 -0.1155
C -7.842434 2.975292 -3.090660 0.0633 0.1536 0.6500
C -8.795010 2.212517 -2.146689 -0.0490 0.2840 -0.2677
O -10.017897 2.117386 -2.896234 0.0576 -0.0388 -0.1020
C -9.881034 2.697212 -4.103837 0.0843 -0.0421 0.3024
O -10.721868 2.701143 -4.946065 -0.0486 0.0960 -0.1057
O -8.670854 3.281422 -4.220902 0.0467 -0.2829 -0.2734
H -6.745439 4.075393 -1.596531 0.0865 -0.0704 -0.0694
H -8.083682 4.975532 -2.305180 -0.0868 -0.1062 -0.0016
H -6.622023 4.712455 -3.256190 0.0591 0.0528 0.1008
H -7.000605 2.353421 -3.399244 -0.2012 -0.1424 -0.2545
H -8.976076 2.777078 -1.235243 -0.0704 -0.1081 0.0575
H -8.466497 1.204603 -1.912678 0.0773 0.0278 0.0788
C -4.686685 6.132584 4.904368 -0.2693 0.0044 -0.1419
C -4.886803 5.067307 5.951271 0.6202 -0.1572 -0.3341
C -4.628499 3.640132 5.462995 -0.5364 0.5576 0.1499
O -4.004158 3.020869 6.593429 -0.0023 -0.0158 -0.0912
C -3.457753 3.983816 7.368287 -0.1213 0.2289 -0.3020
O -2.722525 3.787202 8.277967 0.1360 -0.1038 0.2717
O -3.854859 5.211501 6.956645 -0.1992 -0.2006 0.1074
H -5.472903 6.106003 4.147077 -0.1362 -0.0724 0.1601
H -3.754289 5.973964 4.363777 0.1541 0.1209 0.1998
H -4.701957 7.105635 5.393589 0.1150 0.0821 -0.1636
H -5.857705 5.156173 6.440947 0.0038 0.0012 0.0751
H -3.953315 3.642866 4.607383 0.0354 -0.1786 -0.0065
H -5.569537 3.155101 5.222076 0.1817 -0.3265 -0.0580
C -10.063678 3.028741 3.838470 -0.0615 -0.2810 0.5385
C -10.583202 1.604728 3.807321 0.1646 0.6453 0.0446
C -10.375641 0.801370 5.083225 0.2475 0.1878 0.0271
O -11.587786 0.059796 5.224716 0.0064 -0.1494 -0.0185
C -12.541244 0.617437 4.444916 0.2467 0.2839 0.1397
O -13.677039 0.269714 4.421054 -0.1989 -0.0811 -0.0141
O -12.027363 1.646418 3.744241 -0.0515 -0.3078 -0.2690
H -8.990812 3.030094 3.659309 -0.0445 0.1182 -0.2116
H -10.228884 3.482289 4.820315 -0.1533 0.0077 -0.0626
H -10.599913 3.605972 3.089839 0.2521 0.0974 -0.1402
H -10.180247 1.124881 2.915658 -0.2984 -0.3529 0.0492
H -10.261278 1.488002 5.927719 -0.1193 -0.1257 0.0967
H -9.535208 0.113753 5.071145 -0.0168 -0.0552 -0.2005
```
Forces are in eV/Å.

Summary:
net charge: -1
orbital gap: 10.50 eV
spin multiplicity: 1
HOMO: -8.177 eV

Atom charges from the Löwdin analysis, given in e for atoms 1 to 2: atom 1 (As): 0.729, atom 2 (F): -0.242


A molecular structure, C16H34BHgNP2. Source: the OMol25 dataset; level of theory: ωB97M-V/def2-TZVPD.

XYZ file:
```
55
Properties=species:S:1:pos:R:3:forces:R:3
P 0.798017 -1.880967 -1.337550 -0.3450 0.0902 -1.1727
P 1.352700 1.528021 -0.334000 -0.8364 1.4816 -1.8103
C 0.887905 -0.332819 -2.407784 0.1518 -0.3886 0.1430
C 1.957225 0.663561 -1.962443 0.2709 0.6224 0.5533
H -0.140380 0.089885 -2.331359 0.5376 -0.2124 -0.0046
H 1.032691 -0.653669 -3.452172 0.1235 0.3767 0.2803
H 2.914894 0.134819 -1.821205 0.0346 0.1919 -0.3316
H 2.092852 1.465028 -2.697998 0.2916 -0.2633 0.0627
C 0.487070 2.847930 -1.317463 -0.7162 -0.0933 0.0701
H 0.006610 3.531469 -0.606833 0.0116 -0.0836 -0.2816
H -0.256422 2.446520 -2.012911 0.1795 0.0948 0.2136
H 1.270364 3.385112 -1.872083 -0.2763 -0.2027 0.1776
C 2.476341 2.820106 0.363218 0.7449 0.0605 0.0295
H 2.691767 3.594553 -0.389820 0.0729 -0.2933 0.3760
H 3.420266 2.456653 0.797357 -0.3214 0.1513 -0.1067
H 1.895794 3.273095 1.191418 0.2206 -0.2907 -0.3280
C 0.339209 -2.996723 -2.786987 -0.0249 -0.3643 0.1955
H 0.183833 -4.036112 -2.439991 0.0232 0.4634 -0.1108
H 1.174327 -3.011061 -3.518054 -0.3791 0.0840 0.4260
H -0.574186 -2.679736 -3.319650 0.4647 -0.0365 0.4055
C 2.421640 -2.667016 -1.023909 0.5935 0.0594 -0.5243
H 3.204836 -1.922646 -0.775584 0.0692 -0.5431 -0.1513
H 2.756192 -3.256301 -1.883226 0.3059 0.0431 0.2038
H 2.262072 -3.322684 -0.151628 0.2414 0.2894 -0.3186
Hg 2.759003 -0.229572 0.658889 -0.0838 -0.5629 1.2265
C -2.360151 1.132301 -0.805645 0.1058 0.9219 -0.5250
C -3.104376 0.872075 -1.896036 -0.1803 0.5081 0.4040
C -4.323853 -0.005996 -1.883779 -0.1218 -0.4400 -0.4282
C -3.995150 -1.390481 -1.326772 -0.3832 1.0895 0.4381
C -2.608841 -1.844696 -1.604373 -0.8196 -0.5619 -1.7086
C -1.752053 -1.974911 -0.610427 0.8875 -1.1245 1.9230
C -1.659397 -1.055728 0.581031 -1.0432 -0.3023 1.0749
C -2.237587 0.396240 0.492899 -0.1631 0.3738 1.3448
C 3.337298 -0.193807 2.648932 0.4804 -0.6518 0.9729
H -1.884480 2.133579 -0.745174 0.3156 -1.0551 -0.6431
H -2.882557 1.361284 -2.854711 -0.3150 0.4820 0.6438
H -4.744984 -0.083996 -2.894449 0.1346 0.0312 0.1472
H -5.117562 0.419629 -1.247318 0.3148 0.1922 -0.2916
H -4.112394 -1.354835 -0.233622 -0.0564 -0.1006 -0.3114
H -4.729995 -2.128764 -1.686138 0.4281 0.0522 0.0361
H -2.371267 -2.124937 -2.650813 -0.4630 -0.9069 0.8798
H -1.215088 -2.934752 -0.432091 0.2732 1.1499 -0.8886
H -0.608701 -0.954740 0.929963 -0.5605 -0.3887 -0.5227
H -2.192266 -1.555114 1.424973 0.4175 0.3869 -0.2497
H -3.199009 0.418754 1.040130 0.2173 -0.0301 -0.2666
H -1.548950 1.015770 1.125236 -0.6807 -0.5264 -0.3823
H 4.381635 -0.076681 2.899315 0.3242 0.0196 -0.4959
H 3.005953 -1.158542 3.012551 -0.0554 -0.2244 0.1006
H 2.758050 0.570109 3.146831 -0.5063 0.4860 -0.1189
B 0.884593 1.500354 7.019669 -0.1836 0.3647 0.5314
C 1.107293 1.623045 5.470484 0.2967 0.0605 -1.9334
N 1.275192 1.698095 4.311801 -0.1435 -0.1157 1.2955
H 1.754418 0.789982 7.484558 0.0210 -0.0445 -0.0423
H -0.225785 1.023807 7.209023 0.1301 0.0310 -0.0362
H 0.955382 2.635524 7.505699 -0.0252 -0.3504 -0.1702
```
Forces are in eV/Å.

Summary:
net charge: 0
orbital gap: 5.54 eV
spin multiplicity: 1
HOMO: -7.546 eV

Atom charges from the Löwdin analysis, given in e for atoms 1 to 2: atom 1 (P): 0.863, atom 2 (P): 0.774


A molecular structure, C16H34BaOP2. Source: the OMol25 dataset; level of theory: ωB97M-V/def2-TZVPD.

XYZ file:
```
54
Properties=species:S:1:pos:R:3:forces:R:3
P -2.392579 0.424737 -2.274191 -0.4075 0.1966 -0.1669
P 0.499430 -0.486680 -3.339034 0.2276 -0.1314 -0.3573
C -2.031196 0.557789 -4.108093 -0.0170 0.0624 0.2280
C -0.916306 -0.392373 -4.563148 0.1407 -0.0915 0.1678
H -1.738520 1.599577 -4.300539 -0.0498 -0.1729 0.0632
H -2.958999 0.364412 -4.666288 0.1997 0.1623 0.0521
H -1.312703 -1.411807 -4.671465 0.0867 0.1665 0.0421
H -0.518173 -0.084666 -5.541252 -0.1274 -0.1782 0.1455
C 1.643202 0.745526 -4.109465 0.1057 0.0583 0.0523
H 2.622009 0.682946 -3.613249 -0.2346 0.0407 -0.1237
H 1.258996 1.763640 -3.960329 0.0742 -0.2281 -0.0375
H 1.777490 0.566501 -5.185065 -0.0240 0.0397 0.2035
C 1.286171 -2.038497 -3.949565 0.1254 -0.1116 -0.1004
H 1.463282 -2.016656 -5.033753 -0.0214 -0.0421 0.1942
H 0.643642 -2.897487 -3.711129 0.1492 0.2159 -0.0535
H 2.246545 -2.185523 -3.436216 -0.2220 0.0351 -0.1377
C -3.324180 2.001832 -2.063655 -0.1559 0.1125 0.0112
H -3.760542 2.034438 -1.055722 0.0949 -0.0031 -0.2482
H -4.129805 2.111131 -2.802719 0.1361 0.0180 0.1415
H -2.635794 2.853119 -2.158702 -0.1607 -0.2149 0.0245
C -3.817850 -0.752446 -2.335632 -0.0462 -0.0720 0.0998
H -3.464898 -1.761297 -2.588744 -0.0749 0.2264 0.0448
H -4.576221 -0.443138 -3.067709 0.1379 -0.0638 0.1385
H -4.282713 -0.802266 -1.340797 0.1030 -0.0117 -0.2503
Ba 1.481097 -0.225626 3.332127 1.5984 -1.8395 8.1982
C 1.952346 -1.298700 1.282226 3.8073 2.7553 -2.5354
C 2.325225 0.071434 1.129755 1.9849 -4.0461 -3.4323
C 1.508812 1.099062 0.495771 -0.6511 0.8814 -1.0439
C 0.471148 1.943215 1.353325 0.7529 0.1910 -0.5071
C -0.341452 1.201172 2.346885 -3.4114 -0.4608 0.1505
C -0.793173 -0.097059 2.243049 -1.8251 2.3219 0.1054
C -0.639073 -0.974111 1.058903 0.2809 -0.4422 -1.1436
C 0.657076 -1.889727 0.950294 -1.5660 -0.4127 -0.1175
C 0.362161 0.274218 5.526767 -0.4893 0.6468 1.4713
H 2.683200 -1.958317 1.803889 -0.4172 0.4743 -0.7582
H 3.318027 0.366721 1.547388 -0.7582 -0.3103 -0.3495
H 0.980434 0.620753 -0.331967 -0.1009 0.2563 -0.0208
H 2.213473 1.810922 0.039823 -0.3607 0.0017 0.0725
H 1.031824 2.768483 1.832674 -0.3565 -0.3318 -0.0008
H -0.248517 2.425289 0.671317 0.4253 -0.0777 -0.0536
H -0.601951 1.770849 3.257904 0.0791 -0.5173 -0.4307
H -1.381027 -0.512045 3.089257 0.5087 0.4440 -0.4160
H -0.703995 -0.346122 0.162773 0.0333 -0.2994 0.0546
H -1.514755 -1.643209 1.019737 0.3892 0.1238 -0.0329
H 0.461391 -2.804388 1.542460 0.3247 0.3349 -0.1923
H 0.782076 -2.217483 -0.088919 -0.4762 -0.0933 -0.0067
H 0.681508 -0.633448 6.038103 -1.0194 0.5663 -0.0045
H -0.617407 0.282863 5.248117 -3.2437 0.6608 -0.3474
H 0.909274 1.195523 5.676247 -0.6251 0.1583 0.5781
C 2.688254 -0.327160 6.667711 0.2975 -0.0766 -1.9882
O 2.388359 -0.324112 5.306584 2.8617 -0.6106 -1.0432
H 2.529458 -1.343129 6.946077 0.1583 -0.7313 1.3734
H 2.147828 0.399764 7.249365 -0.2992 0.2342 0.4293
H 3.688092 -0.068441 6.478821 2.0583 0.1853 1.8579
```
Forces are in eV/Å.

Summary:
net charge: 0
orbital gap (alpha / beta): 3.80 / 3.80 eV
spin multiplicity: 1
HOMO (alpha / beta): -4.118 / -4.122 eV

Atom charges from the Löwdin analysis, given in e for atoms 1 to 2: atom 1 (P): 0.810, atom 2 (P): 0.804


A molecular structure, C16H34BiBr2N6O3P2S6. Source: the OMol25 dataset; level of theory: ωB97M-V/def2-TZVPD.

XYZ file:
```
70
Properties=species:S:1:pos:R:3:forces:R:3
Bi -0.948320 -1.231077 0.408901 0.0393 0.0299 0.0157
S -6.021476 3.263673 3.490366 0.0369 -0.0361 -0.0061
C -4.923874 2.283148 2.796476 -0.0679 0.0568 0.0504
S -5.330012 0.827394 1.938849 -0.0205 -0.0169 -0.0432
C -3.701043 0.349853 1.503154 0.0865 0.0674 0.0659
C -2.716352 1.161973 1.924891 -0.0832 -0.0705 -0.0201
S -0.995428 0.946071 1.688584 0.0767 0.0324 0.0262
S -3.208794 2.573988 2.836655 0.0348 0.0381 -0.0164
S -3.524358 -1.129207 0.588512 0.0236 -0.0393 -0.0741
C 3.955921 -1.180079 -2.469904 -0.0544 -0.0305 -0.0077
N 3.411705 -1.146064 -1.115938 0.0409 0.1016 0.0590
C 4.186326 -1.918013 -0.141133 -0.0157 -0.0162 -0.0053
P 2.500817 0.061530 -0.476416 -0.0918 -0.0164 -0.1359
O 1.473043 -0.379866 0.498856 0.0229 -0.0629 -0.0147
O 1.861952 0.672608 -1.830680 -0.0842 0.0380 0.0580
P 0.322805 1.097782 -2.129681 0.1305 -0.0276 0.1939
O -0.648058 0.067323 -1.675015 -0.0668 -0.0322 -0.0240
N 0.238418 1.267880 -3.741560 -0.0887 0.0567 -0.0372
C 0.907344 2.362120 -4.431051 0.0413 0.0184 -0.0056
C -0.406670 0.283779 -4.606221 0.0378 -0.0082 0.0152
N 0.183890 2.511334 -1.321555 0.0605 0.0212 -0.1674
C -1.165463 3.061857 -1.180186 -0.0022 -0.0199 0.0124
C 1.241419 3.499741 -1.152802 0.0029 -0.0110 0.0699
N 3.435467 1.217533 0.192219 0.1042 -0.0810 0.0100
C 3.185601 1.777069 1.515862 -0.0340 0.0338 -0.0283
C 4.687448 1.611964 -0.439537 -0.0067 0.0338 -0.0252
H 4.965447 -0.759385 -2.511851 0.0012 -0.0028 0.0094
H 3.310949 -0.637848 -3.155030 0.0038 0.0113 0.0124
H 4.008122 -2.218235 -2.800996 0.0055 -0.0083 0.0015
H 5.214927 -1.552745 -0.065564 -0.0058 0.0039 0.0024
H 4.210369 -2.964302 -0.448147 0.0008 0.0015 -0.0109
H 3.716153 -1.867932 0.840387 0.0000 0.0089 -0.0065
H 1.493842 2.962138 -3.737384 -0.0302 -0.0024 0.0099
H 0.183304 3.014026 -4.924529 -0.0083 -0.0175 -0.0098
H 1.591039 1.968669 -5.186530 0.0007 -0.0071 -0.0007
H -0.831120 -0.516284 -4.006149 -0.0141 0.0165 0.0042
H 0.319506 -0.137081 -5.305889 0.0030 -0.0110 0.0009
H -1.206619 0.758847 -5.177330 0.0046 -0.0028 -0.0074
H -1.904036 2.264393 -1.234858 -0.0059 0.0071 -0.0074
H -1.375672 3.807159 -1.952711 0.0045 -0.0070 -0.0063
H -1.250228 3.534468 -0.200841 -0.0068 -0.0041 0.0067
H 2.221900 3.044755 -1.265581 -0.0029 -0.0150 -0.0275
H 1.176031 3.918999 -0.146599 -0.0078 -0.0019 0.0029
H 1.141395 4.320860 -1.869162 -0.0107 -0.0022 0.0012
H 2.188539 1.504624 1.850412 0.0104 -0.0089 0.0111
H 3.261684 2.865645 1.470162 -0.0131 0.0049 0.0126
H 3.916274 1.407714 2.239426 0.0060 0.0068 -0.0025
H 4.696547 1.330516 -1.492101 -0.0037 -0.0231 0.0039
H 5.551680 1.157079 0.051742 -0.0055 0.0103 0.0173
H 4.798110 2.696968 -0.391120 -0.0062 0.0048 0.0094
Br -2.149903 -3.350301 -2.213316 0.0003 0.0151 0.0011
C -0.470968 -4.261648 -2.475000 -0.0050 -0.0580 -0.0150
Br 1.050418 -3.195133 -1.962153 0.0110 0.0300 0.0018
H -0.381908 -4.493805 -3.527630 0.0009 0.0075 -0.0022
H -0.476745 -5.154765 -1.865034 0.0043 0.0005 0.0031
C -3.561263 -3.976642 2.995629 0.0199 0.0198 0.0093
N -3.152545 -2.745488 3.633150 -0.0096 -0.0309 0.0184
C -4.089042 -1.967085 4.447065 0.0042 0.0035 -0.0229
C -3.263048 -0.733146 4.854824 -0.0050 -0.0089 -0.0103
N -1.940606 -1.066006 4.326989 0.0037 -0.0290 -0.0009
C -1.959318 -2.173913 3.582748 0.0282 0.0282 -0.0084
S -0.587112 -2.752714 2.725381 -0.0683 -0.0140 0.0197
H -3.919238 -4.680804 3.747855 -0.0088 -0.0024 -0.0031
H -2.709219 -4.406154 2.476927 -0.0027 0.0036 -0.0028
H -4.358004 -3.772329 2.279533 -0.0046 -0.0042 0.0004
H -4.415527 -2.557936 5.304025 0.0109 -0.0023 0.0077
H -4.964442 -1.701645 3.852920 -0.0040 -0.0034 0.0005
H -3.227245 -0.596133 5.933439 0.0008 0.0042 0.0029
H -3.643463 0.178965 4.395813 0.0049 0.0062 0.0037
H -1.181275 -0.410678 4.235430 -0.0230 0.0130 0.0048
```
Forces are in eV/Å.

Summary:
net charge: +1
orbital gap: 7.50 eV
spin multiplicity: 1
HOMO: -9.698 eV

Atom charges from the Löwdin analysis, given in e for atoms 1 to 2: atom 1 (Bi): 1.146, atom 2 (S): 0.596


In order of appearance, ΔE to the lowest compared entry with this formula, charge and spin = 0.0, 110.1, 602.2, 0.0 kJ/mol.
In order of appearance, maximum force = 1.0, 2.5, 8.6, 0.2 eV Å⁻¹.